(1)
{
  "formula": "C6H17NO2",
  "method": "wB97M-V/def2-TZVPD",
  "symbols": ["C", "C", "C", "C", "N", "O", "O", "H", "H", "H", "H", "H", "H", "H", "H", "H", "H", "H", "C", "C", "H", "H", "H", "H", "H", "H"],
  "coordinates": [[-2.02710, 0.04245, 0.12678], [0.40007, -0.72086, 1.21798], [0.06302, -1.14629, -1.20210], [-2.30178, 1.08988, 1.16913], [0.03027, -0.20962, -0.09160], [-2.50502, 0.50800, -1.10387], [-2.55871, -1.21825, 0.40516], [-2.51618, -0.23806, -1.71535], [-3.41380, -1.17809, 0.87140], [0.41617, 0.09783, 1.93350], [-0.32068, -1.47119, 1.55409], [1.40366, -1.14406, 1.17296], [-0.68071, -1.93514, -1.05591], [-0.16763, -0.61431, -2.12306], [1.06917, -1.55397, -1.29991], [-1.95728, 0.75996, 2.14788], [-1.81216, 2.02764, 0.90726], [-3.38340, 1.28504, 1.23685], [2.05410, 1.10790, -0.62882], [3.27183, 0.25184, -0.42914], [3.38868, -0.03948, 0.61819], [1.85941, 1.36838, -1.66647], [2.00217, 1.97398, 0.02657], [0.26085, 0.87799, -0.33082], [3.21775, -0.67031, -1.01607], [4.20727, 0.74875, -0.72462]],
  "atomic_forces_ev_per_a": [[-1.75, -0.07, -0.04], [0.51, 0.32, -0.31], [0.47, 0.46, 0.01], [0.17, -0.20, -0.05], [-1.62, 2.82, -0.33], [0.43, -0.02, 0.18], [0.31, -0.07, 0.15], [-0.01, 0.01, 0.06], [0.16, 0.23, -0.14], [-0.01, 0.05, 0.00], [0.07, 0.03, -0.19], [0.04, -0.19, 0.16], [0.20, 0.00, 0.15], [0.01, 0.05, 0.00], [-0.04, -0.31, -0.09], [0.06, 0.02, 0.00], [0.00, -0.01, 0.03], [0.08, -0.05, -0.07], [0.61, 0.53, -0.25], [-0.10, -0.10, 0.06], [0.05, -0.01, 0.02], [-0.01, 0.09, -0.10], [0.05, 0.16, 0.03], [0.32, -3.69, 0.72], [0.02, -0.04, -0.01], [-0.04, -0.03, 0.03]],
  "relative_energy_kj_mol": 549.7,
  "gap_ev": [7.103, 5.610],
  "e_homo_ev": [-6.57, -5.04],
  "total_energy_ha": -443.8316
}


(2)
{
  "formula": "C3H36N2O15",
  "method": "wB97M-V/def2-TZVPD",
  "symbols": ["O", "C", "N", "C", "N", "C", "H", "H", "H", "H", "H", "H", "H", "H", "H", "H", "O", "H", "H", "O", "H", "H", "O", "H", "H", "O", "H", "H", "O", "H", "H", "O", "H", "H", "O", "H", "H", "O", "H", "H", "O", "H", "H", "O", "H", "H", "O", "H", "H", "O", "H", "H", "O", "H", "H", "O"],
  "coordinates": [[2.33208, -0.09293, 2.46895], [1.36049, -0.85525, 2.37322], [0.24505, -0.53840, 3.22621], [0.17142, 0.87018, 3.65471], [-0.83333, 1.77195, 3.02204], [1.44622, -2.19541, 1.75779], [-0.57818, -1.11065, 3.01927], [-0.32213, 0.80315, 4.65427], [1.23393, 1.16271, 3.82737], [-1.70408, 1.27597, 3.14919], [-0.63298, 1.95964, 2.03839], [0.57832, -2.33921, 1.14413], [2.34967, -2.27317, 1.16580], [1.55111, -2.85745, 2.66308], [3.83791, -0.89407, 1.65672], [4.81077, -0.36215, 0.66868], [4.58182, -1.19830, 1.12791], [-0.32440, 0.98495, -0.65879], [-1.78932, 1.52792, -0.11786], [-1.29774, 0.96061, -0.71910], [-2.96602, -0.13502, 1.29859], [-2.52553, -1.21312, 2.26320], [-2.50643, -0.21755, 2.13237], [0.04482, -2.90319, -1.69671], [-1.26719, -4.01435, -1.71359], [-0.39337, -3.67190, -2.04768], [-1.65197, -2.54585, 1.33681], [-1.49961, -3.54313, 2.54170], [-1.90047, -2.70152, 2.28386], [-3.56236, 2.31568, -3.02187], [-3.87371, 2.84324, -1.66618], [-3.70147, 3.15264, -2.55933], [0.86270, 2.26686, -1.94313], [1.99949, 1.77714, -1.05454], [1.16917, 1.48750, -1.45534], [0.30050, 3.67281, -3.45507], [0.28236, 2.88306, -4.72795], [0.37390, 2.75795, -3.77364], [-2.41651, -2.62549, -2.86993], [-3.29143, -3.63243, -2.08620], [-3.29425, -2.76625, -2.48049], [2.82756, 1.98696, 2.13746], [1.70836, 2.85603, 1.85645], [2.66172, 2.92274, 1.92240], [-1.80896, 0.09063, -3.35546], [-1.16859, 1.29468, -3.91693], [-1.83007, 0.63891, -4.15232], [4.19282, 2.57024, -0.92659], [3.50463, 2.35992, 0.54110], [3.66961, 2.01349, -0.36356], [1.25483, 0.08275, -2.15442], [1.08415, -0.98676, -3.12865], [0.77884, -0.83335, -2.23155], [-0.60595, -1.41642, -0.44693], [-2.02985, -1.49909, -0.93686], [-1.43836, -1.86791, -0.27097]],
  "atomic_forces_ev_per_a": [[0.03, -0.32, -1.23], [-0.67, 1.96, 3.61], [1.93, -0.76, -3.11], [-1.86, -0.47, 2.15], [2.26, -0.10, 0.14], [0.40, -0.16, 0.89], [0.13, 0.71, 0.31], [0.90, -0.02, -0.28], [-1.21, 0.44, -0.61], [-0.13, 0.27, -0.66], [-0.38, -0.41, 0.25], [-0.43, -0.75, -0.04], [0.07, -0.03, -0.12], [-0.47, 0.13, -1.18], [-0.37, 0.09, 0.44], [-0.01, -0.83, 0.16], [0.47, 0.86, -0.66], [-0.45, 0.67, 0.31], [0.80, 0.03, 0.15], [-0.77, -0.54, -0.57], [-0.13, 0.26, -0.37], [-0.07, 1.60, 0.26], [-0.64, -1.46, 0.19], [-0.77, 0.38, 0.76], [2.08, 1.60, 0.29], [-0.90, -2.29, -1.43], [-0.21, -0.18, 0.36], [-0.24, 0.24, 0.00], [0.60, -0.78, -0.52], [0.16, 0.10, -0.32], [-0.08, 0.23, 0.18], [0.03, -0.37, 0.05], [-0.10, -0.56, -0.19], [0.88, -0.10, 0.45], [0.13, 1.19, 0.24], [-0.15, -0.26, -0.02], [0.10, -0.28, 0.02], [-0.11, 0.84, -0.27], [-0.20, -0.40, 0.05], [0.02, -0.45, 0.10], [0.08, 0.92, -0.28], [0.26, -0.05, 0.56], [-0.54, 0.57, -0.09], [0.14, -0.87, 0.20], [-0.11, -0.06, -0.14], [0.19, 0.39, -0.03], [-0.10, -0.20, 0.39], [0.43, 0.64, 0.20], [0.24, 0.74, -0.77], [-0.65, -1.18, 0.03], [-1.46, -1.63, 0.76], [-0.35, -0.98, -0.39], [1.35, 1.53, -0.49], [0.00, 0.31, -0.05], [-0.22, -0.05, 0.10], [0.08, -0.13, 0.23]],
  "relative_energy_kj_mol": 364.3,
  "gap_ev": 9.218,
  "e_homo_ev": -9.49,
  "total_energy_ha": -1373.9923
}


(3)
{
  "formula": "C11H16N2OS",
  "method": "wB97M-V/def2-TZVPD",
  "symbols": ["C", "C", "C", "C", "C", "C", "C", "C", "C", "C", "C", "N", "N", "O", "S", "H", "H", "H", "H", "H", "H", "H", "H", "H", "H", "H", "H", "H", "H", "H", "H"],
  "coordinates": [[-2.76382, 3.25770, 0.64267], [-3.51074, 3.09607, 1.86503], [-1.77338, 2.37169, 0.34929], [-3.16983, 2.15885, 2.82999], [-1.55188, 1.32441, 1.30398], [-2.22153, 1.19237, 2.51410], [-0.55327, -0.71102, 2.21846], [2.42445, -2.14359, -1.89245], [1.94413, -0.74722, -1.55469], [1.06123, -0.82326, -0.36788], [0.66626, 0.49705, 0.34061], [-0.61766, 0.31714, 1.04796], [-1.39561, -1.89090, 2.02908], [-0.30313, 0.74413, 4.39076], [-1.34911, 0.04261, 3.62751], [-2.95748, 4.16812, 0.03469], [-4.09862, 4.06220, 2.11924], [-1.17367, 2.58358, -0.47557], [-3.58476, 2.09492, 3.81661], [0.49968, -1.17090, 2.39979], [2.84249, -2.15344, -2.93372], [3.17279, -2.46469, -1.15675], [1.56688, -2.86373, -1.81697], [2.89919, -0.16060, -1.33988], [1.38834, -0.29465, -2.46702], [0.11333, -1.30912, -0.44238], [1.51250, -1.51254, 0.28745], [0.39802, 1.23557, -0.40940], [1.41359, 0.91686, 1.02166], [-0.98595, -2.53212, 1.35025], [-2.15086, -1.58894, 1.52105]],
  "atomic_forces_ev_per_a": [[-1.21, 0.35, 1.49], [0.02, 3.01, 0.00], [-0.87, -0.68, 2.07], [-0.22, -0.34, -0.53], [1.43, -0.48, -1.48], [0.99, 0.50, -0.64], [0.65, -0.58, -2.00], [-0.37, -0.73, -0.91], [0.48, 1.07, -1.86], [-0.72, 1.53, 1.41], [-1.02, 0.06, -0.20], [0.96, -2.13, 1.91], [2.10, -0.92, -0.07], [0.19, 0.72, 0.25], [-0.57, 0.34, 0.84], [0.15, -0.94, 0.37], [0.50, -2.20, -0.15], [1.04, -0.28, -1.25], [-0.48, 0.46, 0.27], [-1.61, 1.72, 0.04], [-0.22, -0.32, 1.03], [-0.03, -0.02, -0.33], [0.75, 0.47, -0.32], [-1.47, -0.20, -0.27], [1.03, -0.48, 1.47], [-0.84, -0.38, -1.37], [1.09, -0.56, 1.48], [0.57, 0.15, -0.29], [0.14, -0.09, -0.18], [0.45, 0.01, 0.37], [-2.90, 0.93, -1.15]],
  "relative_energy_kj_mol": 339.5,
  "gap_ev": 8.808,
  "e_homo_ev": -8.15,
  "total_energy_ha": -1011.5998
}


(4)
{
  "formula": "C6H14O",
  "method": "wB97M-V/def2-TZVPD",
  "symbols": ["C", "C", "C", "O", "C", "C", "C", "H", "H", "H", "H", "H", "H", "H", "H", "H", "H", "H", "H", "H", "H"],
  "coordinates": [[1.41006, -0.84519, -3.28239], [1.12084, 0.19511, -2.20058], [0.05004, -0.22781, -1.19380], [0.42495, 0.14703, 0.11067], [-0.61835, -0.06448, 1.03091], [-0.28623, 0.63200, 2.33721], [-1.41222, 0.49308, 3.35874], [0.49893, -1.36218, -3.59818], [1.83877, -0.37383, -4.16892], [2.11509, -1.60655, -2.93863], [2.03262, 0.44284, -1.64789], [0.78195, 1.12548, -2.66478], [-0.14290, -1.31192, -1.23081], [-0.90051, 0.27158, -1.44395], [-0.78372, -1.14571, 1.19138], [-1.56041, 0.34492, 0.62517], [-0.09975, 1.68904, 2.11461], [0.64940, 0.22172, 2.73453], [-1.55931, -0.55305, 3.65187], [-2.36180, 0.85981, 2.94988], [-1.19745, 1.06809, 4.26497]],
  "atomic_forces_ev_per_a": [[-0.02, -0.02, -0.05], [-0.04, 0.14, 0.09], [-0.13, -0.09, -0.23], [0.05, 0.11, 0.00], [-0.22, -0.01, 0.21], [0.06, 0.02, -0.02], [-0.04, -0.01, 0.03], [0.03, 0.09, 0.00], [0.03, -0.06, 0.05], [-0.10, 0.04, 0.04], [-0.10, -0.09, -0.05], [0.13, -0.04, -0.01], [0.13, 0.04, -0.02], [0.05, -0.15, 0.00], [0.06, 0.15, -0.03], [0.11, -0.04, 0.06], [-0.02, -0.12, 0.05], [-0.12, 0.05, -0.04], [0.02, 0.15, -0.04], [0.14, -0.04, 0.07], [-0.02, -0.11, -0.13]],
  "relative_energy_kj_mol": 71.8,
  "smiles": "CCCOCCC",
  "gap_ev": 10.905,
  "e_homo_ev": -9.72,
  "total_energy_ha": -312.2277
}


(5)
{
  "formula": "CHBr3ClCu",
  "method": "wB97M-V/def2-TZVPD",
  "symbols": ["Cu", "Cl", "C", "Br", "Br", "Br", "H"],
  "coordinates": [[2.00016, 1.75761, 3.38439], [2.14428, 1.49151, 0.76760], [-0.77947, -0.57583, -0.71694], [-0.68697, -2.50705, -0.11952], [-2.66906, -0.03167, -0.99254], [0.30780, -0.16755, -2.38282], [-0.31675, 0.03296, 0.05983]],
  "atomic_forces_ev_per_a": [[0.17, -0.11, -1.61], [-0.43, -0.12, 1.39], [-0.45, -1.20, 0.12], [0.07, 1.97, -0.85], [1.74, -0.31, -0.20], [-1.03, -0.25, 1.35], [-0.07, 0.01, -0.21]],
  "relative_energy_kj_mol": 114.3,
  "spin_multiplicity": 2,
  "gap_ev": [8.518, 3.362],
  "e_homo_ev": [-14.01, -13.27],
  "total_energy_ha": -9860.9877,
  "charge": 1
}


(6)
{
  "formula": "C25H39CaCl2N6O2S3",
  "method": "wB97M-V/def2-TZVPD",
  "symbols": ["Ca", "C", "C", "S", "C", "C", "S", "C", "C", "S", "H", "H", "H", "H", "H", "H", "H", "H", "H", "H", "H", "H", "C", "N", "C", "C", "N", "C", "C", "N", "C", "C", "N", "C", "N", "C", "C", "C", "N", "C", "H", "H", "H", "H", "H", "H", "H", "H", "H", "H", "H", "H", "H", "H", "H", "H", "H", "H", "H", "H", "H", "H", "H", "H", "Cl", "C", "C", "C", "Cl", "C", "O", "C", "C", "O", "C", "H", "H", "H"],
  "coordinates": [[-0.03690, -0.04745, -0.11603], [-3.95172, 0.90101, -1.26449], [-4.35785, -0.51122, -1.66190], [-3.23124, -1.73971, -0.96819], [-2.97682, -2.90087, -2.32612], [-2.69828, -2.32994, -3.70996], [-1.38650, -1.07466, -3.78793], [-2.32805, 0.39485, -4.30256], [-2.20797, 1.62654, -3.40536], [-2.25548, 1.41908, -1.61202], [-4.62605, 1.62827, -1.72033], [-4.03139, 1.02444, -0.18184], [-5.37126, -0.69319, -1.30183], [-4.37563, -0.62403, -2.74004], [-2.11769, -3.46343, -1.97400], [-3.82318, -3.58693, -2.38994], [-2.39608, -3.15559, -4.35486], [-3.59174, -1.90250, -4.16052], [-1.99639, 0.68050, -5.30158], [-3.36910, 0.09764, -4.39817], [-1.25344, 2.13128, -3.56321], [-2.98080, 2.34623, -3.68194], [1.51521, 0.54015, -3.03584], [2.47523, 1.47173, -2.50433], [3.87905, 1.28436, -2.82496], [4.55113, 2.27719, -1.88423], [3.54157, 2.47411, -0.84651], [3.96142, 2.92583, 0.47148], [2.32525, 2.00236, -1.24387], [1.16586, 2.00557, -0.65624], [0.99906, 2.74471, 0.59080], [-0.43381, 2.74145, 1.10214], [-0.89504, 1.43838, 1.54595], [-1.00675, 1.08280, 2.78858], [-1.59053, -0.10241, 3.13766], [-2.06441, -1.12301, 2.24495], [-1.49393, -0.37364, 4.55874], [-1.10929, 0.99184, 5.12180], [-0.62547, 1.70261, 3.94583], [0.11374, 2.93446, 4.12295], [1.59738, 0.49526, -4.12137], [0.51416, 0.88104, -2.78448], [1.66001, -0.47867, -2.64753], [4.07037, 1.50514, -3.87377], [4.19083, 0.25209, -2.62531], [4.78622, 3.22003, -2.38361], [5.46662, 1.87848, -1.45009], [5.02787, 3.13239, 0.41830], [3.80982, 2.15835, 1.23032], [3.46728, 3.84433, 0.77780], [1.27883, 3.79515, 0.45039], [1.63302, 2.33780, 1.38524], [-1.09286, 3.07101, 0.29658], [-0.49559, 3.50858, 1.87290], [-2.25960, -0.72325, 1.25317], [-3.02740, -1.48635, 2.60982], [-1.37641, -1.97264, 2.16495], [-0.73645, -1.13728, 4.76436], [-2.44866, -0.73037, 4.94537], [-0.32206, 0.92420, 5.87177], [-1.96539, 1.50475, 5.56901], [0.56343, 2.91148, 5.11462], [-0.51837, 3.82352, 4.06303], [0.92157, 3.01682, 3.39980], [3.14983, -6.50693, 2.61559], [2.35671, -5.23200, 1.74605], [1.49126, -5.55022, 0.68904], [0.85857, -4.56268, -0.00860], [-0.12498, -5.01644, -1.35864], [1.00782, -3.16412, 0.28395], [0.39105, -2.26165, -0.38073], [1.91857, -2.89228, 1.35624], [2.25497, -1.56878, 1.77562], [1.78978, -0.48916, 1.39634], [2.57503, -3.92962, 2.05732], [1.33473, -6.58479, 0.41505], [3.04728, -1.53732, 2.54203], [3.26005, -3.67470, 2.85740]],
  "atomic_forces_ev_per_a": [[-0.06, -0.61, -0.43], [0.06, 0.11, 0.03], [-0.02, -0.05, 0.06], [0.04, -0.03, 0.04], [-0.03, 0.02, 0.05], [0.11, -0.01, 0.04], [0.00, 0.05, -0.02], [0.02, -0.02, -0.01], [0.06, 0.05, 0.09], [-0.09, 0.13, -0.05], [-0.01, 0.00, 0.02], [-0.04, 0.00, 0.00], [0.00, 0.00, -0.01], [-0.01, 0.03, -0.06], [0.09, -0.12, -0.02], [0.00, 0.01, 0.00], [0.00, 0.00, 0.00], [-0.02, -0.02, -0.02], [0.00, 0.00, 0.00], [-0.03, 0.02, -0.01], [0.03, -0.03, -0.04], [0.00, 0.01, -0.01], [-0.01, 0.00, 0.04], [-0.06, -0.04, -0.11], [-0.01, 0.01, 0.00], [-0.03, -0.03, -0.01], [-0.02, 0.08, 0.08], [0.01, 0.00, -0.03], [0.18, -0.02, -0.02], [0.02, -0.42, 0.19], [0.28, 0.36, 0.18], [-0.13, 0.37, 0.05], [0.05, -0.45, -0.12], [0.10, 0.12, 0.16], [-0.08, -0.02, 0.07], [-0.15, 0.07, 0.06], [0.02, 0.01, -0.05], [-0.02, -0.02, -0.02], [0.09, 0.07, -0.01], [-0.02, -0.02, -0.01], [0.00, 0.00, 0.01], [-0.06, 0.03, -0.04], [-0.01, -0.02, 0.01], [0.01, -0.01, -0.01], [0.01, -0.01, 0.04], [-0.02, 0.02, -0.01], [0.01, 0.00, -0.01], [0.00, 0.00, -0.01], [-0.01, -0.02, 0.00], [0.00, 0.01, 0.00], [-0.01, -0.01, -0.02], [-0.02, 0.00, 0.00], [0.03, -0.01, -0.03], [-0.11, -0.02, 0.01], [0.07, 0.16, 0.06], [0.05, -0.15, -0.03], [0.03, 0.01, -0.01], [0.03, 0.01, 0.00], [0.00, -0.01, 0.02], [0.00, 0.01, 0.01], [-0.02, 0.01, -0.02], [0.01, -0.01, 0.00], [0.00, 0.00, 0.01], [0.00, 0.00, 0.00], [-0.03, 0.02, -0.03], [-0.02, -0.18, -0.03], [0.05, -0.07, 0.07], [-0.01, 0.23, -0.18], [-0.09, 0.02, -0.05], [0.08, -0.07, 0.03], [0.02, 0.08, 0.22], [-0.13, -0.04, -0.09], [0.14, 0.09, 0.13], [-0.35, 0.10, -0.28], [0.07, 0.16, 0.09], [0.00, 0.01, -0.01], [-0.02, 0.05, 0.03], [-0.01, 0.02, -0.01]],
  "relative_energy_kj_mol": 61.5,
  "gap_ev": 7.855,
  "e_homo_ev": -10.07,
  "total_energy_ha": -4247.5636,
  "charge": 1
}


Question: Which formula does entry 6 have?
Answer: C25H39CaCl2N6O2S3